# 1
Molecular formula: C2H3IN2
Method: DFT, ωB97M-V with the def2-TZVPD basis set

Values from the calculation:
* HOMO-LUMO gap: 7.68 eV
* energy above the lowest of the compared OMol25 structures with the same formula, charge and spin: 4.8038 eV

ORCA input file:
```
! RIJCOSX wB97M-V def2-TZVPD def2/J DEFGRID3
* xyz 0 1
C -0.479 0.664 -0.842
C 2.651 -0.532 1.072
N 0.242 0.633 0.175
N 0.744 0.882 1.158
I 4.089 0.132 -0.277
H -0.958 -0.166 -1.341
H -0.797 1.494 -1.420
H 2.938 -0.057 2.102
*
```

Löwdin population analysis, charges in e, atoms 1 to 2:
1. C -0.03
2. C -0.60

---

# 2
Molecular formula: C38H31NP2PdSSi
Method: DFT, ωB97M-V with the def2-TZVPD basis set

Values from the calculation:
* HOMO-LUMO gap: 8.11 eV
* energy above the lowest of the compared OMol25 structures with the same formula, charge and spin: 0.0000 eV

ORCA input file:
```
! RIJCOSX wB97M-V def2-TZVPD def2/J DEFGRID3
* xyz 0 1
Pd -0.702 -0.012 -0.406
C 2.722 0.297 -0.165
Si 1.367 -0.224 -1.346
C 1.349 0.933 -2.858
C 2.097 0.793 -4.025
C 1.982 1.708 -5.063
C 1.117 2.787 -4.951
C 0.363 2.949 -3.798
C 0.482 2.029 -2.762
P -0.496 2.110 -1.229
C -2.079 2.857 -1.733
C -3.065 2.024 -2.262
C -4.266 2.554 -2.704
C -4.496 3.921 -2.612
C -3.526 4.752 -2.076
C -2.319 4.224 -1.637
C 0.296 3.372 -0.186
C 0.042 3.322 1.183
C 0.614 4.259 2.028
C 1.449 5.243 1.514
C 1.716 5.287 0.153
C 1.142 4.352 -0.697
C 1.649 -2.029 -1.853
C 2.815 -2.506 -2.461
C 2.947 -3.841 -2.801
C 1.912 -4.734 -2.538
C 0.755 -4.286 -1.930
C 0.630 -2.940 -1.583
P -0.893 -2.257 -0.846
C -2.124 -2.580 -2.156
C -2.937 -3.708 -2.183
C -3.806 -3.913 -3.246
C -3.865 -2.999 -4.287
C -3.052 -1.873 -4.268
C -2.189 -1.662 -3.206
C -1.357 -3.358 0.514
C -2.675 -3.334 0.972
C -3.040 -4.080 2.080
C -2.091 -4.841 2.750
C -0.776 -4.854 2.311
C -0.407 -4.114 1.198
H 3.704 0.196 -0.636
H 2.692 -0.327 0.729
H 2.592 1.335 0.151
H 2.765 -0.053 -4.139
H 2.561 1.573 -5.968
H 1.020 3.493 -5.766
H -0.334 3.775 -3.719
H -2.892 0.955 -2.315
H -5.026 1.900 -3.110
H -5.438 4.335 -2.948
H -3.707 5.816 -1.992
H -1.569 4.879 -1.212
H -0.593 2.542 1.586
H 0.418 4.212 3.091
H 1.901 5.969 2.176
H 2.377 6.045 -0.246
H 1.366 4.376 -1.756
H 3.636 -1.827 -2.664
H 3.857 -4.191 -3.271
H 2.015 -5.778 -2.806
H -0.052 -4.980 -1.725
H -2.901 -4.423 -1.371
H -4.440 -4.791 -3.259
H -4.546 -3.162 -5.112
H -3.095 -1.155 -5.077
H -1.554 -0.782 -3.183
H -3.410 -2.720 0.467
H -4.063 -4.055 2.432
H -2.377 -5.417 3.620
H -0.032 -5.434 2.841
H 0.624 -4.114 0.869
S -2.591 0.258 1.322
C -1.105 0.007 2.092
N -0.042 -0.134 2.541
*
```

Löwdin population analysis, charges in e, atoms 1 to 2:
1. Pd 0.26
2. C -0.18

---

# 3
Molecular formula: C14H25N3O5S
Method: DFT, ωB97M-V with the def2-TZVPD basis set

Values from the calculation:
* HOMO-LUMO gap: 9.97 eV
* SMILES: CCOC(=O)N1CCN(C(=O)[C@@H]2CCCN(S(C)(=O)=O)C2)CC1
* energy above the lowest of the compared OMol25 structures with the same formula, charge and spin: 0.0000 eV

ORCA input file:
```
! RIJCOSX wB97M-V def2-TZVPD def2/J DEFGRID3
* xyz 0 1
C 2.305 0.828 4.327
C 2.371 -0.104 3.125
H 3.100 -0.901 3.283
H 2.627 0.460 2.222
O 1.134 -0.783 2.914
C 0.179 -0.089 2.269
O 0.335 1.038 1.843
N -0.984 -0.772 2.180
C -2.040 -0.277 1.316
H -1.710 0.655 0.852
H -2.936 -0.077 1.911
C -2.331 -1.340 0.237
N -1.141 -2.128 0.013
C -0.140 -1.881 -0.878
O 0.861 -2.574 -0.896
C -0.286 -0.698 -1.812
H -1.267 -0.233 -1.753
C 0.745 0.351 -1.357
N 0.682 1.541 -2.167
S -0.569 2.570 -1.732
O -1.713 1.852 -1.224
O -0.796 3.476 -2.820
C 0.183 3.471 -0.364
H 1.133 3.850 -0.716
H 0.306 2.799 0.477
H -0.484 4.284 -0.106
C 0.862 1.290 -3.582
C -0.093 0.220 -4.113
C 0.004 -1.053 -3.272
H -0.716 -1.794 -3.627
H 1.002 -1.488 -3.346
H -1.112 0.612 -4.065
H 0.146 0.006 -5.156
H 0.695 2.240 -4.090
H 1.902 0.978 -3.729
H 0.565 0.649 -0.326
H 1.751 -0.075 -1.433
C -0.848 -2.985 1.148
H -1.486 -3.874 1.123
C -1.080 -2.189 2.454
H -0.345 -2.463 3.208
H -2.082 -2.378 2.850
H 0.195 -3.295 1.052
H -3.109 -2.031 0.579
H -2.685 -0.859 -0.671
H 1.578 1.615 4.144
H 2.013 0.275 5.217
H 3.280 1.278 4.492
*
```

Löwdin population analysis, charges in e, atoms 1 to 2:
1. C -0.06
2. C -0.21

---

# 4
Molecular formula: C16H20N4O4
Method: DFT, ωB97M-V with the def2-TZVPD basis set

Values from the calculation:
* HOMO-LUMO gap: 8.81 eV
* SMILES: CCOC(=O)N1CCN(C(=O)Nc2ccc3oc(C)nc3c2)CC1
* energy above the lowest of the compared OMol25 structures with the same formula, charge and spin: 0.8807 eV

ORCA input file:
```
! RIJCOSX wB97M-V def2-TZVPD def2/J DEFGRID3
* xyz 0 1
C -0.734 -2.331 -7.227
C -0.813 -0.968 -6.566
H -0.129 -0.254 -7.038
H -1.826 -0.554 -6.624
O -0.452 -1.117 -5.193
C -0.451 0.025 -4.474
O -0.757 1.104 -4.925
N -0.034 -0.171 -3.199
C -0.106 0.918 -2.252
H -0.321 1.833 -2.806
H 0.861 1.011 -1.745
C -1.205 0.637 -1.215
N -0.969 -0.642 -0.577
C -0.272 -0.843 0.597
O 0.305 -1.888 0.819
N -0.358 0.195 1.493
C 0.223 0.302 2.760
C -0.167 1.385 3.541
C 0.416 1.520 4.789
C 1.371 0.588 5.240
C 1.762 -0.487 4.467
C 1.177 -0.615 3.222
H 1.444 -1.442 2.588
H 2.493 -1.197 4.817
O 1.761 0.977 6.485
C 1.040 2.104 6.728
N 0.246 2.463 5.779
C 1.225 2.797 8.022
H 0.582 3.670 8.052
H 2.265 3.099 8.137
H 0.976 2.126 8.843
H -0.899 2.100 3.199
H -1.029 0.922 1.296
C -0.925 -1.721 -1.549
H -0.726 -2.649 -1.014
C 0.172 -1.466 -2.590
H 0.159 -2.235 -3.360
H 1.146 -1.468 -2.090
H -1.901 -1.777 -2.040
H -1.235 1.456 -0.498
H -2.174 0.587 -1.723
H -1.005 -2.243 -8.275
H 0.276 -2.725 -7.152
H -1.415 -3.024 -6.740
*
```

Löwdin population analysis, charges in e, atoms 1 to 2:
1. C -0.07
2. C -0.23

---

# 5
Molecular formula: C56H80Cl2KO7PS2
Method: DFT, ωB97M-V with the def2-TZVPD basis set

Values from the calculation:
* HOMO-LUMO gap: 5.69 eV
* energy above the lowest of the compared OMol25 structures with the same formula, charge and spin: 0.7428 eV

ORCA input file:
```
! RIJCOSX wB97M-V def2-TZVPD def2/J DEFGRID3
* xyz -2 1
K -0.551 -0.765 -0.750
C -3.676 1.431 -0.508
O -2.438 0.883 -0.069
C -1.537 1.777 0.489
C -1.234 1.621 1.854
C -1.881 0.541 2.699
C -0.949 -0.467 3.359
C -1.229 -0.952 4.626
C -0.549 -2.038 5.184
C 0.433 -2.636 4.390
C 0.766 -2.191 3.120
C 1.787 -3.003 2.316
C 2.488 -2.360 1.118
C 3.705 -1.767 1.420
C 4.489 -1.091 0.493
C 3.968 -0.956 -0.780
C 2.738 -1.493 -1.160
C 2.211 -1.137 -2.566
C 1.950 0.361 -2.743
C 2.991 1.268 -2.876
C 2.816 2.656 -2.844
C 1.531 3.107 -2.542
C 0.452 2.246 -2.422
C -0.878 2.706 -1.842
C -0.829 2.673 -0.311
C 0.105 3.498 0.324
C 0.404 3.400 1.671
C -0.281 2.445 2.419
C 1.526 4.205 2.324
C 0.985 4.987 3.527
C 2.169 5.196 1.353
C 2.613 3.227 2.792
C 0.600 0.859 -2.761
O -0.412 0.118 -2.977
C 3.996 3.592 -3.098
C 4.517 3.391 -4.529
C 3.610 5.063 -2.937
C 5.138 3.297 -2.116
C 2.049 -2.283 -0.223
O 0.924 -2.888 -0.745
C 0.009 -3.651 0.019
C 5.828 -0.494 0.923
C 5.573 0.664 1.898
C 6.685 -1.561 1.617
C 6.622 0.048 -0.265
C 0.105 -1.044 2.579
O 0.385 -0.592 1.429
C -0.837 -2.582 6.583
C -2.000 -1.850 7.255
C -1.205 -4.071 6.511
C 0.406 -2.419 7.471
H -3.548 2.464 -0.841
H -4.404 1.404 0.311
H -4.036 0.810 -1.322
H -2.588 -0.002 2.065
H -2.477 1.016 3.486
H -2.042 -0.485 5.173
H 0.968 -3.504 4.773
H 1.340 -3.958 2.040
H 2.589 -3.272 3.010
H 4.034 -1.832 2.452
H 4.515 -0.399 -1.526
H 1.301 -1.690 -2.802
H 2.968 -1.459 -3.289
H 3.995 0.875 -3.021
H 1.351 4.166 -2.387
H -1.669 2.062 -2.218
H -1.093 3.732 -2.160
H 0.657 4.184 -0.301
H -0.030 2.281 3.462
H 0.216 5.696 3.212
H 1.792 5.544 4.013
H 0.542 4.319 4.267
H 1.442 5.918 0.974
H 2.617 4.683 0.500
H 2.961 5.749 1.866
H 2.222 2.513 3.519
H 3.447 3.768 3.252
H 2.991 2.653 1.944
H 3.733 3.617 -5.254
H 4.825 2.356 -4.687
H 5.377 4.041 -4.729
H 2.813 5.345 -3.628
H 4.477 5.697 -3.143
H 3.269 5.277 -1.921
H 5.509 2.280 -2.245
H 4.795 3.400 -1.084
H 5.978 3.982 -2.277
H 0.434 -4.622 0.288
H -0.849 -3.807 -0.632
H -0.318 -3.126 0.918
H 5.015 0.327 2.774
H 4.985 1.444 1.412
H 6.518 1.100 2.235
H 6.198 -1.955 2.509
H 7.647 -1.134 1.920
H 6.877 -2.398 0.942
H 6.096 0.867 -0.754
H 6.811 -0.731 -1.007
H 7.586 0.431 0.082
H -2.919 -1.951 6.673
H -1.787 -0.786 7.376
H -2.178 -2.274 8.247
H -2.096 -4.213 5.898
H -1.403 -4.468 7.512
H -0.397 -4.658 6.071
H 0.679 -1.365 7.555
H 1.260 -2.950 7.047
H 0.222 -2.813 8.476
Cl -3.438 -2.700 0.888
C -2.798 -3.252 2.438
Cl -4.085 -3.469 3.659
H -2.101 -2.520 2.834
H -2.326 -4.218 2.299
C -2.735 -1.108 -5.558
C -3.871 -0.163 -5.215
C -3.473 0.838 -4.147
O -5.082 -0.898 -4.914
P -5.539 -1.538 -3.498
S -7.026 -2.757 -3.931
S -4.013 -2.202 -2.445
O -6.093 -0.234 -2.682
C -7.384 0.334 -2.910
C -7.295 1.474 -3.911
C -7.899 0.794 -1.559
H -1.913 -0.533 -5.991
H -3.073 -1.847 -6.289
H -2.352 -1.619 -4.677
H -4.154 0.386 -6.120
H -3.105 0.328 -3.259
H -4.306 1.486 -3.887
H -2.647 1.443 -4.525
H -8.034 -0.451 -3.308
H -6.638 2.261 -3.532
H -8.285 1.905 -4.085
H -6.897 1.113 -4.858
H -7.228 1.546 -1.135
H -7.950 -0.048 -0.869
H -8.894 1.234 -1.658
C -3.009 -4.762 -4.615
C -1.984 -4.665 -3.512
C -2.143 -5.627 -2.360
O -1.131 -3.811 -3.527
H -3.550 -5.708 -4.604
H -2.528 -4.602 -5.579
H -3.721 -3.950 -4.440
H -2.200 -6.655 -2.724
H -3.089 -5.400 -1.859
H -1.319 -5.522 -1.659
*
```

Löwdin population analysis, charges in e, atoms 1 to 2:
1. K 0.86
2. C -0.05

---

# 6
Molecular formula: C5H8Br2Cl2NS2
Method: DFT, ωB97M-V with the def2-TZVPD basis set

Values from the calculation:
* HOMO-LUMO gap: 8.40 eV

ORCA input file:
```
! RIJCOSX wB97M-V def2-TZVPD def2/J DEFGRID3
* xyz 1 1
C 2.190 -0.460 1.349
C 1.616 0.919 0.956
Br 1.855 1.272 -0.944
C 0.150 1.029 1.399
Br 0.115 1.448 3.301
S -0.735 2.353 0.508
N -2.348 1.935 0.369
C -2.636 0.766 0.074
S -2.984 -0.716 -0.085
H 1.403 -1.143 1.667
H 2.690 -0.890 0.488
H 2.898 -0.344 2.165
H 2.200 1.678 1.467
H -0.350 0.073 1.260
H -0.827 3.284 1.482
C -1.188 -2.191 -3.101
Cl 0.156 -1.382 -2.262
Cl -0.686 -3.708 -3.833
H -1.971 -2.396 -2.381
H -1.548 -1.528 -3.879
*
```

Löwdin population analysis, charges in e, atoms 1 to 2:
1. C -0.11
2. C -0.84

---

We obtain DFT total energy values of -13197.012; -82173.229; -40467.845; -31068.739; -146040.194; -193596.026 eV for the records listed above, in that order.